(1)
# C15H21N2S2

A gas-phase ion, C15H21N2S2 (charge +1) in a non-equilibrium geometry (the ωB97M-V functional and the def2-TZVPD basis, the OMol25 dataset).

```
40
Properties=species:S:1:pos:R:3:forces:R:3
C 2.269 -0.163 1.538 1.4 0.3 0.6
C 0.821 -0.138 1.877 -0.5 0.0 0.0
N 0.498 -0.313 3.158 0.5 0.2 -0.5
C -0.843 -0.236 3.713 -0.3 -0.3 0.5
C -1.763 0.390 2.703 -0.3 0.3 0.1
C -1.519 -0.176 1.330 -0.5 0.0 -0.3
N -0.123 0.042 0.946 0.4 -0.7 0.5
C 0.292 0.017 -0.499 0.3 0.4 -0.3
C -0.956 0.045 -1.365 -0.1 0.0 -0.3
C -1.575 1.267 -1.642 -0.6 0.1 0.2
C -2.954 1.288 -1.873 0.3 -0.1 -0.2
C -3.668 0.089 -1.941 0.0 0.0 0.1
C -2.983 -1.127 -1.937 0.3 0.1 -0.2
C -1.600 -1.148 -1.719 -0.6 0.0 0.2
S 1.154 -1.566 -0.750 -0.1 -0.3 -0.7
C 2.749 -1.180 -1.490 0.3 -0.5 -0.1
C 2.815 0.039 -2.389 -0.1 -0.2 0.1
C 2.643 1.342 -1.649 0.4 0.8 -0.3
S 1.191 1.608 -0.634 -0.5 0.3 -0.4
H 2.835 0.126 2.431 -0.1 0.0 0.0
H 2.634 -1.166 1.248 -0.5 0.6 0.2
H 2.538 0.593 0.771 -0.3 -0.9 0.7
H 1.269 -0.418 3.809 -0.2 0.0 -0.3
H -0.800 0.365 4.626 0.0 -0.2 -0.1
H -1.190 -1.244 3.968 0.1 0.1 0.0
H -1.618 1.475 2.686 0.0 -0.1 -0.1
H -2.807 0.203 2.963 0.1 0.0 0.1
H -2.176 0.356 0.638 0.2 -0.2 0.0
H -1.761 -1.251 1.266 0.1 0.3 0.1
H -0.980 2.187 -1.660 -0.5 -0.4 0.4
H -3.455 2.247 -1.996 0.0 -0.3 0.0
H -4.752 0.105 -2.043 0.3 0.0 -0.1
H -3.512 -2.065 -2.108 0.1 0.3 0.0
H -1.033 -2.080 -1.828 -0.4 0.4 0.5
H 3.479 -1.155 -0.673 0.1 0.2 -0.4
H 2.941 -2.077 -2.096 0.1 0.2 0.3
H 3.810 0.061 -2.851 -0.2 0.0 0.0
H 2.076 -0.046 -3.192 0.0 0.0 0.1
H 3.476 1.540 -0.960 0.1 -0.2 -0.4
H 2.581 2.162 -2.377 0.3 -0.2 0.2
```
Positions in Å, forces in eV/Å.

Computed properties:
HOMO-LUMO gap, eV: 9.17
E_tot, a.u.: -1489.8201
Net charge: +1
ΔE to the lowest compared entry with this formula, charge and spin, kJ/mol: 0.00

---

(2)
# C15H21N3O3S

A single C15H21N3O3S molecule (the ωB97M-V functional and the def2-TZVPD basis, the OMol25 dataset).

```
43
Properties=species:S:1:pos:R:3:forces:R:3
C -2.385 0.043 4.500 0.4 0.0 0.0
C -1.075 0.325 5.220 -0.4 0.3 0.2
O 0.050 -0.043 4.419 0.1 -0.3 0.0
C 0.455 0.833 3.495 0.4 0.0 -0.1
O -0.042 1.916 3.333 -0.2 0.1 0.0
C 1.644 0.282 2.721 0.1 0.0 0.0
C 2.118 1.274 1.655 -0.3 0.1 0.1
C 1.110 1.369 0.505 0.3 0.3 0.1
N 0.858 0.057 -0.046 -0.3 0.0 0.3
C 1.295 -0.433 -1.225 0.2 0.0 -0.3
O 1.191 -1.610 -1.517 0.2 -0.3 0.0
C 1.932 0.543 -2.204 -0.3 0.2 -0.3
S 0.828 1.906 -2.720 0.4 0.2 0.2
C -0.370 1.006 -3.616 -0.1 -0.3 -0.2
N -1.426 1.684 -4.040 0.1 0.5 0.2
C -2.332 0.981 -4.699 -0.1 -0.3 -0.1
C -2.205 -0.382 -4.921 0.2 0.0 0.1
C -1.048 -0.993 -4.436 -0.4 0.2 -0.1
C -0.754 -2.445 -4.596 0.0 -0.1 0.0
N -0.134 -0.279 -3.796 0.2 -0.1 0.0
C 0.303 -0.859 0.929 0.1 -0.5 0.0
C 1.293 -1.065 2.075 -0.2 0.0 0.0
H -3.218 0.261 5.162 -0.1 0.0 0.1
H -2.434 -1.002 4.201 -0.1 -0.1 0.0
H -2.467 0.670 3.616 0.0 0.0 -0.1
H -0.984 -0.277 6.126 0.0 0.1 -0.1
H -1.000 1.389 5.468 0.0 -0.2 0.0
H 2.438 0.123 3.458 -0.1 0.0 0.0
H 2.239 2.262 2.098 0.1 0.0 0.0
H 3.083 0.941 1.268 0.0 0.0 0.0
H 1.477 2.050 -0.259 -0.1 -0.1 0.1
H 0.168 1.770 0.889 0.1 0.0 -0.1
H 2.201 -0.018 -3.098 0.1 0.0 0.2
H 2.814 1.022 -1.779 0.0 0.0 0.0
H -3.191 1.539 -5.048 -0.1 -0.1 -0.1
H -2.962 -0.943 -5.443 -0.1 0.0 -0.1
H -0.238 -2.611 -5.542 0.0 -0.1 -0.1
H -1.670 -3.030 -4.594 0.0 -0.1 0.0
H -0.097 -2.760 -3.788 0.0 0.0 0.0
H 0.099 -1.804 0.424 -0.1 0.2 0.1
H -0.635 -0.439 1.309 0.0 0.0 0.0
H 0.868 -1.737 2.820 0.1 0.0 0.0
H 2.202 -1.518 1.676 0.0 0.0 0.0
```
Positions in Å, forces in eV/Å.

Computed properties:
HOMO-LUMO gap, eV: 9.24
E_tot, a.u.: -1372.4075
ΔE to the lowest compared entry with this formula, charge and spin, kJ/mol: 27.69

---

(3)
# C15H21N3O4S

A single C15H21N3O4S molecule in a non-equilibrium geometry (the ωB97M-V functional and the def2-TZVPD basis, the OMol25 dataset).

```
44
Properties=species:S:1:pos:R:3:forces:R:3
O -0.162 0.045 -1.217 -0.9 3.5 1.9
C -0.779 0.945 -0.549 0.2 -7.7 -0.9
N -1.715 0.487 0.387 -0.9 -0.1 0.4
N -1.935 -0.887 0.828 3.3 2.7 -1.1
C -1.219 -1.211 2.023 2.1 1.8 0.4
C -1.562 -2.646 2.353 0.2 1.7 -1.1
C -1.714 -2.808 3.819 0.1 -1.1 2.7
C -3.191 -2.795 4.084 -2.6 2.3 -1.2
C -3.935 -2.933 2.671 0.9 -2.5 2.1
C -2.879 -2.843 1.582 -1.7 -0.9 -0.5
C -3.163 -1.587 0.690 1.2 0.1 0.5
N -0.639 2.262 -0.740 0.8 1.2 -2.0
S -0.174 2.537 -2.463 -3.1 -0.2 -3.6
O -0.953 1.667 -3.415 2.6 0.9 3.0
O -0.520 3.916 -2.779 1.1 -0.4 1.8
C 1.654 2.288 -2.494 -2.6 0.8 0.5
C 2.089 1.055 -2.916 -1.3 0.0 -0.1
C 3.446 0.852 -2.835 0.5 1.7 -0.3
C 4.327 1.909 -2.472 0.4 0.1 1.0
C 5.895 1.629 -2.494 -2.3 -0.3 -1.6
O 6.509 2.173 -3.721 -0.4 -0.5 1.4
C 3.778 3.140 -2.007 -1.3 -2.0 -1.5
C 2.388 3.374 -2.052 1.1 -1.0 0.4
H -2.364 1.191 0.727 0.0 -0.3 0.4
H -1.537 -0.542 2.842 0.1 0.0 0.1
H -0.057 -1.035 1.893 -2.2 -0.3 0.1
H -0.774 -3.176 1.936 1.3 -1.6 -0.7
H -1.242 -2.056 4.499 -0.1 0.0 -1.2
H -1.336 -3.696 4.310 0.5 -0.8 -0.8
H -3.691 -3.472 4.802 0.9 0.4 -0.1
H -3.396 -1.726 4.337 -0.3 -0.8 0.5
H -4.658 -2.198 2.537 -1.4 1.2 0.0
H -4.457 -3.913 2.749 0.3 0.5 -0.7
H -2.976 -3.781 0.980 0.7 0.9 0.3
H -3.990 -0.988 1.016 -0.9 0.2 0.6
H -3.256 -1.707 -0.349 -0.7 -1.0 -1.4
H -1.396 2.850 -0.424 -0.1 0.4 -0.2
H 1.269 0.376 -3.285 1.4 0.3 0.6
H 3.804 -0.064 -3.184 0.9 -1.3 -0.3
H 6.422 1.919 -1.591 0.0 0.6 -0.1
H 5.900 0.524 -2.515 0.6 0.4 -0.3
H 5.876 2.738 -4.186 0.0 -0.2 0.4
H 4.396 3.908 -1.706 1.4 1.4 0.7
H 1.917 4.285 -1.672 0.2 -0.3 -0.3
```
Positions in Å, forces in eV/Å.

Computed properties:
HOMO-LUMO gap, eV: 8.81
E_tot, a.u.: -1447.4461
ΔE to the lowest compared entry with this formula, charge and spin, kJ/mol: 591.00

---

(4)
# C15H21N3OS

A single C15H21N3OS molecule in a non-equilibrium geometry (the ωB97M-V functional and the def2-TZVPD basis, the OMol25 dataset).

```
41
Properties=species:S:1:pos:R:3:forces:R:3
C 2.510 2.567 -1.211 -0.1 0.1 0.0
C 1.447 1.779 -0.474 0.6 -0.2 0.2
S 2.124 1.053 1.082 -0.1 0.1 -0.1
C 3.311 -0.126 0.495 -0.2 0.2 0.0
C 4.392 -0.388 1.332 -0.1 0.1 0.0
C 5.345 -1.317 0.965 0.0 -0.1 0.0
C 5.236 -1.987 -0.244 0.1 -0.1 0.0
C 4.158 -1.731 -1.072 0.0 -0.1 -0.1
C 3.191 -0.810 -0.706 0.0 0.0 0.0
C 0.296 2.660 -0.030 0.1 -0.2 -0.1
O 0.337 3.868 0.033 0.1 0.1 0.0
N -0.834 1.980 0.313 -1.2 0.3 0.5
N -0.914 0.634 0.226 0.4 -0.6 -0.3
C -1.915 -0.018 0.656 0.0 0.2 0.0
C -1.874 -1.506 0.528 -0.1 -0.1 -0.2
C -3.122 -2.045 -0.218 0.1 -0.3 0.1
N -4.273 -1.161 -0.161 -0.2 0.1 0.0
C -4.374 -0.273 -1.301 0.0 0.0 0.0
C -4.322 -0.469 1.108 -0.1 0.1 0.0
C -3.164 0.536 1.287 0.0 0.1 -0.1
H 2.823 3.413 -0.604 0.0 0.0 0.0
H 3.374 1.940 -1.426 0.0 0.0 0.0
H 2.105 2.947 -2.147 0.0 0.1 -0.1
H 1.040 0.953 -1.059 0.0 0.1 0.0
H 4.471 0.145 2.268 0.1 0.1 0.1
H 6.182 -1.513 1.619 0.1 0.0 0.1
H 5.986 -2.706 -0.537 0.1 -0.1 0.0
H 4.060 -2.254 -2.012 0.0 0.0 -0.1
H 2.351 -0.638 -1.360 -0.1 0.0 0.0
H -1.600 2.538 0.688 0.2 -0.1 -0.1
H -1.855 -1.921 1.539 0.0 -0.1 0.0
H -0.958 -1.805 0.021 0.0 0.0 0.1
H -2.880 -2.225 -1.266 0.0 0.0 0.0
H -3.414 -3.003 0.227 0.1 0.0 -0.1
H -3.480 0.345 -1.464 0.0 0.1 -0.1
H -5.233 0.382 -1.162 0.0 0.1 -0.1
H -4.543 -0.873 -2.195 0.0 0.1 -0.1
H -5.281 0.050 1.187 0.1 0.0 0.1
H -4.285 -1.229 1.893 0.0 0.1 0.1
H -2.991 0.715 2.352 0.0 0.1 0.0
H -3.430 1.493 0.829 0.0 0.0 0.0
```
Positions in Å, forces in eV/Å.

Computed properties:
HOMO-LUMO gap, eV: 8.79
E_tot, a.u.: -1221.8460
ΔE to the lowest compared entry with this formula, charge and spin, kJ/mol: 136.68

---

(5)
# C15H21N5O2

A single C15H21N5O2 molecule in a non-equilibrium geometry (the ωB97M-V functional and the def2-TZVPD basis, the OMol25 dataset).

```
43
Properties=species:S:1:pos:R:3:forces:R:3
C -2.064 0.372 3.248 0.0 0.1 -0.2
C -2.258 0.505 1.745 0.0 -0.2 0.1
C -2.578 -0.850 1.109 0.1 0.4 0.8
N -2.799 -0.705 -0.297 -0.2 -0.1 -1.0
N -3.953 -0.405 -0.820 -0.6 0.0 0.9
N -3.787 -0.296 -2.092 0.1 0.1 -0.9
C -2.479 -0.538 -2.323 -0.2 -0.1 1.5
N -1.978 -0.521 -3.590 -0.2 0.2 -0.6
C -0.703 -0.806 -4.025 -0.1 0.0 0.0
O -0.484 -0.937 -5.206 0.1 -0.1 -0.1
C 0.339 -0.916 -2.969 0.6 0.0 0.1
C 1.021 -2.116 -2.800 -0.1 0.0 -0.1
C 2.022 -2.193 -1.853 -0.1 -0.1 -0.1
C 2.369 -1.092 -1.088 0.1 0.3 0.2
C 1.706 0.118 -1.267 -0.2 -0.2 -0.4
O 1.961 1.284 -0.617 -0.2 0.0 0.0
C 2.944 1.377 0.394 0.3 0.1 0.5
C 2.351 1.261 1.809 -0.2 0.0 -0.4
C 1.716 -0.106 2.049 0.2 0.2 0.0
C 1.334 2.378 2.031 0.2 -0.1 0.0
C 0.681 0.191 -2.213 0.3 0.0 0.0
N -1.832 -0.802 -1.193 0.3 -0.1 -0.4
H -2.971 0.002 3.720 -0.1 0.0 0.1
H -1.255 -0.320 3.469 0.1 -0.1 0.1
H -1.822 1.338 3.682 0.0 0.1 0.1
H -1.352 0.905 1.286 0.0 0.0 -0.1
H -3.079 1.194 1.536 0.0 0.0 -0.1
H -3.489 -1.267 1.544 0.1 0.0 -0.1
H -1.746 -1.544 1.244 -0.1 0.0 -0.1
H -2.680 -0.395 -4.311 0.2 0.0 0.0
H 0.760 -2.971 -3.404 0.0 -0.1 -0.1
H 2.551 -3.123 -1.705 0.0 -0.1 0.0
H 3.161 -1.197 -0.364 0.0 0.0 0.1
H 3.743 0.645 0.248 0.0 0.1 -0.1
H 3.375 2.377 0.275 0.0 -0.2 0.0
H 3.182 1.391 2.512 0.0 0.0 -0.1
H 1.288 -0.145 3.048 -0.1 0.0 0.1
H 2.456 -0.899 1.968 0.0 -0.1 0.0
H 0.926 -0.294 1.325 -0.1 -0.1 -0.1
H 1.816 3.351 1.971 0.0 0.2 0.0
H 0.867 2.283 3.008 -0.1 0.0 0.1
H 0.563 2.333 1.266 -0.1 0.0 -0.1
H 0.177 1.135 -2.349 -0.1 0.1 0.0
```
Positions in Å, forces in eV/Å.

Computed properties:
HOMO-LUMO gap, eV: 9.35
E_tot, a.u.: -1008.4295
ΔE to the lowest compared entry with this formula, charge and spin, kJ/mol: 189.50

---

(6)
# C15H22BrNO

A single C15H22BrNO molecule (the ωB97M-V functional and the def2-TZVPD basis, the OMol25 dataset).

```
40
Properties=species:S:1:pos:R:3:forces:R:3
Br -4.386 3.646 1.896 0.1 -0.1 -0.1
C -3.133 2.339 1.302 -0.1 0.2 0.2
C -3.495 1.449 0.303 0.0 0.1 0.1
C -2.585 0.507 -0.122 0.3 -0.1 0.0
C -1.308 0.440 0.443 -0.3 0.2 0.1
O -0.496 -0.525 -0.050 -0.1 -0.1 -0.1
C 0.810 -0.664 0.477 0.3 -0.2 0.0
C 1.482 -1.825 -0.247 -0.1 0.3 0.3
C 2.897 -2.064 0.275 -0.3 -0.1 -0.2
C 3.630 -3.199 -0.461 0.0 0.2 0.2
N 4.709 -2.681 -1.285 0.2 0.0 0.1
C 5.745 -3.649 -1.592 0.0 -0.3 0.0
C 5.328 -4.686 -2.643 0.2 0.2 0.0
C 4.896 -3.971 -3.921 -0.2 -0.2 0.1
C 3.801 -2.957 -3.600 0.2 0.1 0.1
C 4.282 -2.005 -2.497 -0.2 0.0 -0.1
C -0.962 1.343 1.446 0.2 -0.3 -0.1
C -1.876 2.291 1.873 -0.3 0.1 0.0
H -4.480 1.496 -0.136 -0.1 0.0 0.0
H -2.840 -0.197 -0.897 0.0 -0.1 -0.1
H 1.383 0.261 0.319 -0.1 0.0 0.1
H 0.764 -0.868 1.556 0.0 0.1 -0.1
H 1.494 -1.606 -1.315 0.0 0.0 -0.1
H 0.875 -2.721 -0.100 0.0 0.0 -0.1
H 3.491 -1.154 0.175 0.1 0.0 0.1
H 2.837 -2.299 1.339 0.0 0.0 0.1
H 2.899 -3.793 -1.030 0.0 -0.1 0.0
H 4.088 -3.865 0.273 0.0 0.0 -0.1
H 6.046 -4.144 -0.666 0.0 0.1 0.0
H 6.607 -3.088 -1.969 0.1 -0.1 0.0
H 4.501 -5.285 -2.257 0.0 -0.1 0.0
H 6.164 -5.357 -2.846 0.0 -0.1 0.0
H 4.541 -4.693 -4.659 0.1 0.0 -0.1
H 5.756 -3.449 -4.348 0.1 0.0 -0.1
H 2.902 -3.481 -3.270 -0.1 0.0 0.0
H 3.544 -2.380 -4.490 -0.1 0.0 0.0
H 3.499 -1.290 -2.244 0.0 0.1 0.0
H 5.144 -1.440 -2.868 -0.1 0.1 0.0
H 0.014 1.322 1.903 0.1 0.0 0.0
H -1.605 2.989 2.650 0.0 0.0 0.0
```
Positions in Å, forces in eV/Å.

Computed properties:
HOMO-LUMO gap, eV: 9.08
E_tot, a.u.: -3288.7660
ΔE to the lowest compared entry with this formula, charge and spin, kJ/mol: 5.18

---

Computed HOMO, in the same sequence as the records: -11.757, -8.495, -8.634, -8.121, -8.634, -8.255 eV.